No. 1
Entry from OMol25: the ion C5H6N with charge +1 (the ωB97M-V functional and the def2-TZVPD basis).

For the total energy, the calculation gives -6760.299 eV. For the relative energy (zero: lowest compared OMol25 entry of this formula, charge and spin), the calculation gives 470.72 kJ/mol. The orbital gap (alpha / beta) comes out at 0.3200 / 0.2863 Ha. The net charge is +1.

Last column: Mulliken charge in e.
Geometry (Å):
C: -1.600 -0.386 -1.126  -0.096
H: -1.836 0.892 0.891  0.373
C: 0.438 -0.625 -0.806  -0.008
H: -0.459 -1.411 -2.640  0.364
C: -0.623 -1.143 -1.624  -0.375
H: 0.261 1.209 2.035  0.270
H: 1.464 1.245 0.816  0.407
H: 1.414 -0.186 1.821  0.323
C: 0.846 0.565 1.309  -0.792
C: -1.385 0.181 0.213  0.047
N: -0.028 0.100 0.258  0.134
H: 1.507 -0.441 -1.147  0.352

=====

No. 2
Entry from OMol25: the molecule C4H8ClN3 (the ωB97M-V functional and the def2-TZVPD basis).

For the total energy, the calculation gives -21265.026 eV. For the relative energy (zero: lowest compared OMol25 entry of this formula, charge and spin), the calculation gives 523.45 kJ/mol. The orbital gap comes out at 0.3355 Ha.

Last column: Mulliken charge in e.
Geometry (Å):
C: 1.893 -0.353 -0.151  -0.202
N: -2.187 0.221 0.682  -0.422
H: 2.593 1.233 0.901  0.309
N: 0.521 -0.160 0.192  -0.405
N: -1.766 -0.996 -0.030  -0.288
H: -2.193 0.951 -1.424  0.237
C: -0.292 -1.101 -0.152  0.106
H: 0.284 -2.127 -0.458  0.222
H: -1.526 0.134 1.594  0.300
H: -0.501 1.433 -0.434  0.204
H: 2.369 -1.162 -0.637  0.225
H: -2.327 -1.942 0.288  0.285
C: -1.767 1.213 -0.431  -0.464
Cl: 4.368 -0.029 0.071  -0.191
H: -2.369 2.215 -0.158  0.252
C: 2.902 0.472 0.148  -0.169

=====

No. 3
Entry from OMol25: the molecule C4H6N2 (the ωB97M-V functional and the def2-TZVPD basis).

For the total energy, the calculation gives -7220.563 eV. For the relative energy (zero: lowest compared OMol25 entry of this formula, charge and spin), the calculation gives 485.13 kJ/mol. The orbital gap comes out at 0.3368 Ha.

Last column: Mulliken charge in e.
Geometry (Å):
H: 1.745 -0.788 0.898  0.260
H: -2.314 -0.788 -0.048  0.375
N: 1.176 0.689 -0.586  -0.303
C: -1.404 1.041 -0.817  -0.429
C: -1.531 -0.045 -0.077  -0.422
H: -1.873 1.627 -1.573  0.395
H: -0.394 0.015 1.822  0.360
C: 0.989 -0.567 0.137  -0.432
H: 2.066 1.170 -0.530  0.261
C: -0.290 0.050 0.737  0.119
N: 0.140 1.363 0.116  -0.393
H: 0.863 -1.424 -0.533  0.209

=====

No. 4
Entry from OMol25: a structure of composition C38H38CaN8O2 (the ωB97M-V functional and the def2-TZVPD basis).

For the total energy, the calculation gives -74482.035 eV. For the relative energy (zero: lowest compared OMol25 entry of this formula, charge and spin), the calculation gives 0.00 kJ/mol. The orbital gap comes out at 0.2779 Ha.

Last column: Mulliken charge in e.
Geometry (Å):
H: 0.003 3.094 2.694  0.255
N: 3.026 1.220 -0.721  0.071
H: -0.191 6.412 -3.646  0.377
C: -1.284 -1.014 -2.940  0.483
H: 1.308 0.859 4.582  0.200
C: -3.381 0.383 0.346  0.524
C: -0.095 5.468 -3.129  -0.905
H: 2.478 2.011 -0.320  -0.033
H: 1.157 2.740 3.983  0.497
H: 2.153 4.276 2.457  0.402
H: -0.806 2.160 -3.522  0.192
C: -0.410 -0.861 -5.159  -0.819
H: -3.176 -1.900 -2.441  0.383
H: 5.302 -0.480 -2.268  0.417
C: 0.133 2.964 -1.764  -0.188
C: 0.799 -0.469 -4.605  -0.782
N: 2.618 -0.018 -0.424  0.064
N: -2.269 1.112 0.320  0.704
H: -2.983 -1.475 1.250  0.424
C: 0.894 -0.383 -3.228  -0.171
H: 1.926 -1.119 5.511  0.378
H: 2.409 -1.573 1.582  0.555
O: -0.903 -1.136 1.995  -0.329
N: -0.118 -0.661 -2.405  1.432
C: 4.470 -0.103 -1.699  -1.216
H: 1.095 5.150 0.707  0.236
H: 1.404 -3.473 6.048  0.401
C: -0.538 4.276 -3.720  -0.632
C: 0.941 2.576 2.919  -0.962
Ca: 0.040 -0.015 0.183  2.305
C: -0.654 -3.581 -1.023  -0.939
C: 1.213 -1.670 4.905  -0.738
N: -2.131 -1.530 -0.633  1.406
C: 1.171 4.202 0.150  -0.576
C: -4.730 2.334 0.643  -0.526
C: -0.053 -3.638 4.454  -0.662
C: -0.682 -3.010 3.408  -0.367
C: 1.861 -4.889 1.481  -0.623
N: 1.710 3.188 0.697  -0.176
C: -3.569 3.091 0.621  -1.273
H: 3.197 -3.661 2.649  0.441
C: -0.441 3.073 -3.065  -0.637
C: 0.618 -1.010 3.819  0.648
C: 0.922 -2.979 5.216  -0.885
C: -3.226 -1.112 0.251  -1.513
C: 2.043 3.242 2.098  -0.935
H: -0.526 -0.947 -6.232  0.408
H: 1.817 -0.068 -2.760  -0.426
O: 0.165 1.842 -1.152  1.232
H: -4.183 -1.557 -0.065  0.593
C: -1.949 -2.977 -0.459  -0.823
H: 4.583 2.140 -1.805  0.485
H: 2.178 -5.830 1.912  0.401
C: 0.463 -3.635 -0.014  0.356
H: -0.871 -4.602 -1.341  0.508
H: -0.318 -3.039 -1.905  0.180
C: 3.490 -0.832 -1.013  -0.285
C: -2.362 2.436 0.447  -0.182
N: 1.030 -2.485 0.363  1.109
H: -2.434 -1.435 -4.703  0.513
H: -3.593 4.167 0.719  0.503
H: 0.792 6.313 -1.380  0.394
C: 0.862 -4.856 0.523  -1.040
C: -0.352 -1.681 3.014  0.048
H: -1.976 -3.169 0.613  0.241
H: 1.653 -0.230 -5.223  0.491
C: 0.917 0.402 3.661  -0.533
N: 0.742 1.156 2.642  0.312
H: -0.978 4.305 -4.710  0.441
H: -5.522 0.338 0.493  0.514
H: 0.386 -5.768 0.188  0.450
C: -2.462 -1.181 -2.010  -1.570
H: -1.441 -3.526 2.832  0.326
C: 0.607 4.188 -1.187  0.401
C: 2.432 -3.697 1.886  -1.360
C: -4.637 0.961 0.495  -1.080
H: -5.696 2.807 0.764  0.413
H: -1.428 2.981 0.390  0.249
H: 3.372 -1.900 -0.936  0.460
C: 0.454 5.403 -1.869  -0.691
C: -1.469 -1.136 -4.313  -1.175
H: -2.966 -0.210 -1.996  0.499
H: -0.321 -4.660 4.699  0.431
C: 4.128 1.220 -1.479  -0.171
H: 2.987 2.716 2.265  0.313
H: -2.809 -3.498 -0.910  0.560
C: 1.982 -2.527 1.298  -0.401

=====

No. 5
Entry from OMol25: the molecule C3H2I2N2 (the ωB97M-V functional and the def2-TZVPD basis).

For the total energy, the calculation gives -22324.297 eV. For the relative energy (zero: lowest compared OMol25 entry of this formula, charge and spin), the calculation gives 0.00 kJ/mol. The orbital gap comes out at 0.3141 Ha.

Last column: Mulliken charge in e.
Geometry (Å):
N: 0.551 0.905 0.009  -0.033
C: 0.717 -0.414 0.272  -0.292
N: -1.435 0.001 -0.368  -0.553
H: 1.269 1.608 0.102  0.182
I: -1.129 -2.988 0.199  0.125
C: -0.732 1.106 -0.380  -0.223
H: -1.115 2.064 -0.662  0.416
I: 2.506 -1.296 0.813  0.180
C: -0.632 -0.987 0.016  0.198

=====

No. 6
Entry from OMol25: a structure of composition C16H28BF4N6PtSbSe4 (the ωB97M-V functional and the def2-TZVPD basis).

As for the spin multiplicity: 3. The expectation value of S² is 2.023. For the total energy, the calculation gives -308712.742 eV. For the relative energy (zero: lowest compared OMol25 entry of this formula, charge and spin), the calculation gives 0.00 kJ/mol. The orbital gap (alpha / beta) comes out at 0.1809 / 0.2104 Ha. The net charge is -2.

Last column: Mulliken charge in e.
Geometry (Å):
N: -1.533 -1.235 2.834  0.673
H: -3.838 2.260 1.789  0.276
F: -0.433 -4.151 0.372  -0.411
H: 3.575 2.216 0.048  0.276
H: 4.026 2.079 -3.195  0.357
H: -1.132 -3.267 2.685  0.394
C: 1.176 0.218 2.890  -0.415
H: 0.478 0.469 3.680  0.405
H: -0.236 -2.272 1.556  0.227
H: 1.142 -1.841 -4.027  0.416
N: -0.660 0.292 1.263  -0.406
H: 3.915 0.312 -3.131  0.387
F: -1.373 -2.338 -0.689  -0.230
C: -2.363 -1.394 4.002  -1.315
C: -3.993 -0.408 1.549  -1.021
C: 1.590 -0.112 0.539  -0.591
H: 2.951 3.304 -1.221  0.321
H: 1.825 2.407 -0.209  0.194
H: -0.348 -1.101 -3.366  0.175
H: 0.346 0.958 -4.456  0.347
C: 1.777 0.358 -1.771  0.076
C: 3.952 1.215 -2.525  -1.361
C: 1.384 0.870 -4.126  -1.150
H: -1.730 -1.592 4.875  0.353
C: 3.380 -0.375 2.158  -0.607
H: -2.065 2.358 1.633  0.334
H: 0.244 -2.294 3.273  0.263
C: 0.684 0.109 1.589  -0.255
C: -1.625 -0.157 1.998  0.679
H: -4.898 -0.060 2.054  0.253
H: 2.866 0.063 4.202  0.375
H: -3.051 -2.240 3.890  0.352
N: 1.442 -0.054 -3.007  0.363
H: 3.584 -0.697 0.047  0.412
H: -3.035 1.799 0.275  0.083
C: 2.512 -0.016 3.182  -0.697
B: -1.142 -3.744 -0.767  0.060
Se: -0.697 2.503 -1.466  -0.440
H: 4.859 1.188 -1.908  0.364
F: -0.381 -4.015 -1.912  -0.410
C: 0.713 -1.299 -3.180  -1.147
H: 0.785 -1.911 -2.285  0.283
H: -2.941 -0.490 4.178  0.393
N: 2.792 1.285 -1.676  0.767
H: 1.707 1.860 -3.819  0.400
Se: -3.029 0.263 -2.404  -0.599
Se: -4.107 4.691 -1.153  -0.737
N: 1.079 -0.104 -0.766  0.031
C: 2.789 2.354 -0.703  -0.986
H: -4.151 -0.367 0.465  0.208
H: 1.999 0.518 -4.962  0.252
C: -0.603 -2.317 2.578  -1.156
N: -2.858 0.433 1.905  0.148
C: -2.950 1.786 1.365  -0.787
Se: -1.669 4.873 -4.498  -0.732
C: 2.912 -0.423 0.852  -0.384
Sb: -2.733 3.473 -2.785  0.457
H: -3.802 -1.443 1.822  0.378
Pt: -1.161 0.222 -1.092  2.091
H: 4.415 -0.615 2.368  0.369
F: -2.368 -4.402 -0.819  -0.353

=====

Q: Which formula does entry 4 have?
A: C38H38CaN8O2

=====

Q: Which formula does entry 6 have?
A: C16H28BF4N6PtSbSe4

=====

Q: What is the relative energy (zero: lowest compared OMol25 entry of this formula, charge and spin) in the first record?
A: 470.72 kJ/mol